This record from the Open Molecules 2025 dataset describes C3H4InO3 as an isolated structure. The level of theory is the ωB97M-V functional and the def2-TZVPD basis.

The geometry in XYZ format:
```
11
C3H4InO3, DFT the ωB97M-V functional and the def2-TZVPD basis
H 2.0080 2.7098 -0.2968
O 1.3711 2.0108 -0.0860
C -1.5474 0.3993 -0.3114
C -0.9368 -0.6202 0.3149
O -0.5227 -1.7543 -0.3195
C 0.6890 -2.4063 0.0106
O 1.6079 -1.6032 0.2912
In 1.7936 0.2900 0.1048
H -1.7473 0.3667 -1.3856
H -1.9444 1.2257 0.2802
H -0.7711 -0.6183 1.3977
```

**Molar mass**: 202.88 g mol⁻¹
**Charge**: +1
**Multiplicity**: 1
**Relative energy (zero: lowest compared OMol25 entry of this formula, charge and spin)**: 2.229 eV
**Gap between HOMO and LUMO (spin up / spin down)**: 6.9 / 6.9 eV

Okay, here come the Mulliken numbers, in e, for every atom: 0.35 -0.49 -0.60 -0.30 -0.25 0.12 -0.17 1.18 0.29 0.28 0.59